1.
Density functional theory data (wB97M-V/def2-TZVPD) for a 12-piece molecular cluster, C53H107O26P overall in a non-equilibrium geometry.

Structure (XYZ):
```
187
C53H107O26P (wB97M-V/def2-TZVPD)
C 1.152 -0.868 3.594
O 0.652 0.375 3.116
P 0.632 1.640 4.077
O 1.790 1.680 4.986
O -0.819 1.580 4.797
C -1.234 2.701 5.588
O 0.454 2.897 3.068
C 1.467 3.904 3.077
H 1.978 -1.196 2.961
H 0.357 -1.611 3.540
H 1.600 -0.906 4.588
H -0.780 3.633 5.245
H -0.817 2.531 6.582
H -2.312 2.826 5.614
H 2.071 3.763 2.182
H 2.119 3.874 3.954
H 0.981 4.868 3.238
O 0.015 3.059 -3.883
C 0.803 3.332 -2.809
C 2.144 2.954 -2.770
C 2.951 3.552 -1.803
C 2.457 4.416 -0.823
O 3.342 4.986 0.057
C 1.094 4.656 -0.833
C 0.251 4.023 -1.743
H -0.954 3.231 -3.721
H 2.628 2.346 -3.521
H 4.025 3.446 -1.854
H 2.968 5.756 0.493
H 0.609 5.213 -0.039
H -0.812 4.168 -1.667
O -1.576 -4.598 4.755
C -1.007 -4.482 3.504
C 0.062 -5.296 3.152
C 0.687 -5.044 1.950
C 0.225 -4.050 1.101
O 0.838 -3.906 -0.100
C -0.832 -3.206 1.471
C -1.472 -3.462 2.684
H -0.917 -4.838 5.410
H 0.394 -6.213 3.622
H 1.506 -5.662 1.606
H 0.673 -2.978 -0.353
H -1.083 -2.345 0.864
H -2.205 -2.745 3.031
O -4.946 2.995 2.015
C -6.165 3.594 2.185
C -6.256 4.954 1.867
C -7.508 5.510 1.824
C -8.602 4.823 2.330
O -9.824 5.443 2.242
C -8.505 3.493 2.761
C -7.240 2.876 2.663
H -4.843 2.043 2.234
H -5.442 5.550 1.479
H -7.552 6.553 1.539
H -10.455 4.729 2.106
H -9.380 2.963 3.111
H -7.040 1.841 2.902
C 0.081 -1.787 -5.476
O -0.632 -0.727 -4.872
C -1.890 -0.535 -5.501
C -2.743 0.357 -4.608
O -4.131 0.241 -4.997
C -4.418 0.733 -6.276
H -0.527 -2.698 -5.445
H 1.003 -2.065 -4.968
H 0.284 -1.488 -6.508
H -2.421 -1.493 -5.520
H -1.796 -0.145 -6.515
H -2.386 1.383 -4.753
H -2.781 0.186 -3.535
H -5.496 0.637 -6.405
H -3.921 0.288 -7.144
H -4.150 1.796 -6.350
C -1.752 7.408 -1.080
O -1.533 6.612 -2.239
C -2.679 6.407 -3.014
C -2.493 5.346 -4.074
O -2.419 3.965 -3.613
C -3.653 3.561 -3.104
H -2.231 8.372 -1.265
H -0.804 7.650 -0.604
H -2.350 6.774 -0.420
H -2.853 7.346 -3.552
H -3.559 6.160 -2.412
H -1.545 5.477 -4.599
H -3.265 5.398 -4.844
H -3.679 2.487 -2.921
H -4.477 3.774 -3.797
H -3.966 4.061 -2.181
C 5.618 0.933 -1.982
O 5.100 0.578 -0.691
C 5.353 1.583 0.248
C 4.758 1.506 1.616
O 5.486 0.572 2.395
C 4.919 0.278 3.688
H 6.704 1.040 -1.905
H 5.095 1.824 -2.324
H 5.457 0.103 -2.666
H 5.139 2.567 -0.189
H 6.437 1.642 0.430
H 3.681 1.303 1.689
H 4.877 2.486 2.095
H 4.282 1.027 4.160
H 5.713 0.036 4.391
H 4.359 -0.652 3.569
C -2.305 1.164 0.660
O -1.807 0.096 -0.125
C -0.847 0.554 -1.060
C -0.086 -0.620 -1.714
O 0.780 -1.344 -0.864
C 1.742 -0.682 -0.055
H -2.771 1.940 0.049
H -1.453 1.503 1.260
H -3.033 0.784 1.375
H -0.108 1.156 -0.521
H -1.269 1.142 -1.880
H 0.460 -0.323 -2.615
H -0.697 -1.461 -2.051
H 2.352 0.036 -0.610
H 2.447 -1.332 0.459
H 1.148 -0.157 0.698
C 9.036 -5.117 -4.020
O 7.811 -4.603 -3.541
C 8.024 -3.462 -2.718
C 6.700 -2.832 -2.386
O 5.824 -3.793 -1.789
C 4.563 -3.214 -1.548
H 9.730 -5.372 -3.213
H 9.572 -4.373 -4.621
H 8.832 -5.984 -4.644
H 8.596 -2.743 -3.318
H 8.637 -3.734 -1.855
H 6.277 -2.280 -3.231
H 6.784 -2.050 -1.621
H 4.163 -2.773 -2.471
H 4.578 -2.387 -0.831
H 3.831 -3.956 -1.233
C -4.658 0.524 3.923
O -5.098 0.437 2.558
C -5.520 -0.891 2.293
C -6.056 -0.908 0.840
O -6.485 -2.199 0.432
C -7.744 -2.595 0.934
H -3.644 0.130 4.024
H -5.414 0.175 4.625
H -4.482 1.593 4.076
H -6.304 -1.162 3.003
H -4.713 -1.628 2.334
H -5.380 -0.527 0.074
H -6.858 -0.161 0.774
H -7.953 -3.608 0.595
H -8.557 -1.883 0.779
H -7.712 -2.750 2.021
C 10.439 -2.532 3.189
O 9.135 -1.978 3.062
C 8.168 -2.972 2.782
C 6.836 -2.391 3.289
O 5.671 -3.120 3.016
C 5.254 -3.133 1.644
H 10.687 -2.881 2.183
H 10.541 -3.307 3.952
H 11.222 -1.818 3.448
H 8.323 -3.916 3.312
H 8.034 -3.260 1.734
H 6.713 -1.356 2.965
H 7.026 -2.324 4.363
H 4.963 -2.121 1.343
H 4.351 -3.712 1.455
H 6.002 -3.480 0.931
C -3.550 -2.291 -1.821
O -3.806 -3.697 -1.611
C -4.286 -3.998 -0.312
C -3.493 -5.217 0.144
O -3.849 -6.458 -0.431
C -3.843 -6.553 -1.815
H -4.475 -1.708 -1.806
H -3.179 -2.285 -2.844
H -2.907 -1.904 -1.031
H -5.353 -4.212 -0.366
H -4.036 -3.288 0.482
H -3.546 -5.289 1.232
H -2.439 -5.042 -0.102
H -3.904 -7.565 -2.226
H -3.018 -6.082 -2.356
H -4.756 -6.109 -2.234
```

## Properties
Structure (SMILES): COP(=O)(OC)OC.Oc1ccc(O)cc1.Oc1ccc(O)cc1.Oc1ccc(O)cc1.COCCOC.COCCOC.COCCOC.COCCOC.COCCOC.COCCOC.COCCOC.COCCOC
LUMO level: 0.27 eV
Highest occupied orbital energy: -7.7 eV
Largest force on an atom: 0.040 Eh/bohr
Spin multiplicity: 1

---

2.
Density functional theory data (wB97M-V/def2-TZVPD) for an isolated molecule of C3H6ClN3 in a non-equilibrium geometry.

Structure (XYZ):
```
13
C3H6ClN3 (wB97M-V/def2-TZVPD)
N 1.303 1.397 1.758
N 0.597 0.813 0.775
C 1.234 0.112 -0.227
N 0.641 -0.581 -1.152
C -0.746 -0.464 -1.071
C -1.572 -1.581 -0.937
Cl -3.102 -1.644 -1.702
H 1.098 2.410 1.514
H 0.982 1.241 2.686
H -0.300 0.379 0.988
H 2.356 0.166 -0.245
H -1.165 0.548 -1.554
H -1.327 -2.795 -0.832
```

## Properties
Energy above the lowest of the compared OMol25 structures with the same formula, charge and spin: 297.4 kJ/mol
Structure (SMILES): NN/C=N\C=C\Cl
LUMO level: 0.81 eV
Highest occupied orbital energy: -8.3 eV
Largest force on an atom: 0.087 Eh/bohr
Spin multiplicity: 1

---

3.
Density functional theory data (wB97M-V/def2-TZVPD) for an isolated molecule of C2H2O3 in a non-equilibrium geometry.

Structure (XYZ):
```
7
C2H2O3 (wB97M-V/def2-TZVPD)
O 1.766 0.082 0.222
C 0.193 0.168 0.456
O -0.722 -0.936 0.510
C -0.972 0.123 -0.293
O -0.781 1.115 0.780
H 1.943 -0.778 -0.358
H -1.427 0.225 -1.317
```

## Properties
Energy above the lowest of the compared OMol25 structures with the same formula, charge and spin: 571.1 kJ/mol
Structure (SMILES): O[C@]12O[C@H]1O2
LUMO level: 0.31 eV
Highest occupied orbital energy: -9.5 eV
Largest force on an atom: 0.092 Eh/bohr
Spin multiplicity: 1

---

4.
Density functional theory data (wB97M-V/def2-TZVPD) for a 3-piece molecular cluster, C5H11NO overall in a non-equilibrium geometry.

Structure (XYZ):
```
18
C5H11NO (wB97M-V/def2-TZVPD)
C 2.602 0.763 -0.107
O 1.475 0.913 -0.827
C 0.621 -0.108 -0.706
C -0.075 -0.474 0.608
N -1.320 -0.669 -0.152
C -2.536 -0.154 0.436
C -0.783 0.041 -1.327
H 2.460 0.572 0.961
H 3.286 1.591 -0.341
H 2.749 -0.771 -0.543
H 1.820 -1.180 -0.865
H 0.297 -1.366 1.122
H -0.121 0.369 1.327
H -2.469 0.919 0.707
H -2.775 -0.721 1.343
H -3.368 -0.278 -0.267
H -1.141 1.092 -1.388
H -0.975 -0.442 -2.290
```

## Properties
Energy above the lowest of the compared OMol25 structures with the same formula, charge and spin: 574.4 kJ/mol
LUMO level: 1.01 eV
Highest occupied orbital energy: -8.9 eV
Largest force on an atom: 0.036 Eh/bohr
Spin multiplicity: 1

---

5.
Density functional theory data (wB97M-V/def2-TZVPD) for an isolated molecule of C19H26N4O3.

Structure (XYZ):
```
52
C19H26N4O3 (wB97M-V/def2-TZVPD)
C 7.650 5.229 -1.231
C 7.247 3.759 -1.251
C 6.104 3.428 -0.291
C 4.778 4.127 -0.598
C 4.142 3.643 -1.903
O 3.876 2.255 -1.904
C 2.806 1.764 -1.226
C 2.687 0.371 -1.222
C 1.630 -0.253 -0.598
C 0.657 0.509 0.045
N -0.444 -0.068 0.682
C -0.808 -1.355 0.782
O -0.235 -2.344 0.355
C -2.137 -1.477 1.538
O -2.726 -0.497 1.964
N -2.527 -2.749 1.657
C -3.780 -3.157 2.236
C -4.773 -3.606 1.162
C -6.127 -3.978 1.775
N -7.059 -4.392 0.764
C -7.802 -3.573 -0.041
C -8.483 -4.395 -0.891
N -8.172 -5.691 -0.631
C -7.320 -5.657 0.354
C 0.774 1.894 0.051
C 1.835 2.520 -0.575
H 6.858 5.862 -1.623
H 7.876 5.548 -0.215
H 8.537 5.384 -1.842
H 6.975 3.469 -2.267
H 8.110 3.154 -0.964
H 6.409 3.701 0.723
H 5.933 2.350 -0.308
H 4.090 3.930 0.227
H 4.921 5.206 -0.664
H 4.835 3.786 -2.735
H 3.230 4.213 -2.120
H 3.444 -0.205 -1.729
H 1.547 -1.327 -0.606
H -1.103 0.569 1.126
H -1.928 -3.434 1.209
H -4.174 -2.289 2.772
H -3.603 -3.968 2.949
H -4.371 -4.468 0.624
H -4.912 -2.796 0.443
H -6.540 -3.115 2.307
H -6.001 -4.798 2.487
H -7.788 -2.508 0.066
H -9.175 -4.139 -1.667
H -6.874 -6.519 0.809
H 0.024 2.491 0.550
H 1.885 3.597 -0.552
```

## Properties
Energy above the lowest of the compared OMol25 structures with the same formula, charge and spin: 154.5 kJ/mol
Structure (SMILES): CCCCCOc1ccc(NC(=O)C(=O)NCCCn2ccnc2)cc1
LUMO level: 0.58 eV
Highest occupied orbital energy: -8.1 eV
Largest force on an atom: 0.013 Eh/bohr
Spin multiplicity: 1

---

6.
Density functional theory data (wB97M-V/def2-TZVPD) for a 2-piece molecular cluster, C4H10NOP overall in a non-equilibrium geometry.

Structure (XYZ):
```
17
C4H10NOP (wB97M-V/def2-TZVPD)
C -0.908 2.464 -0.603
C -1.199 -1.240 -0.422
C -0.617 -0.556 0.819
C 2.254 0.086 -0.068
N 0.924 0.724 -0.021
O 2.821 -0.127 1.156
P 0.398 1.668 -1.209
H -1.631 3.024 -1.078
H -1.390 2.208 0.422
H -1.609 -0.497 -1.183
H -0.467 -1.739 -0.982
H -2.047 -1.750 -0.185
H -1.297 0.238 1.183
H -0.067 -1.250 1.519
H 2.181 -0.850 -0.615
H 2.817 0.688 -0.782
H 3.354 0.633 1.418
```

## Properties
Energy above the lowest of the compared OMol25 structures with the same formula, charge and spin: 459.4 kJ/mol
LUMO level (spin up / spin down): -0.10 / -0.10 eV
Highest occupied orbital energy (spin up / spin down): -8.0 / -8.0 eV
Largest force on an atom: 0.087 Eh/bohr
Spin multiplicity: 1

---

7.
Density functional theory data (wB97M-V/def2-TZVPD) for C4H4S as an isolated structure in a non-equilibrium geometry.

Structure (XYZ):
```
9
C4H4S (wB97M-V/def2-TZVPD)
C -0.278 -1.001 -0.003
C -0.300 1.012 -0.071
C 0.870 -0.037 0.028
C -1.418 0.002 -0.010
S 2.642 0.010 0.078
H -0.517 -1.621 -0.858
H -0.270 -1.935 0.632
H -0.269 1.623 0.852
H -0.460 1.948 -0.647
```

## Properties
Energy above the lowest of the compared OMol25 structures with the same formula, charge and spin: 580.2 kJ/mol
LUMO level: -0.96 eV
Highest occupied orbital energy: -9.1 eV
Largest force on an atom: 0.102 Eh/bohr
Spin multiplicity: 1

---

8.
Density functional theory data (wB97M-V/def2-TZVPD) for a 11-piece molecular cluster, C22H69N3O11 overall in a non-equilibrium geometry.

Structure (XYZ):
```
105
C22H69N3O11 (wB97M-V/def2-TZVPD)
C -0.721 5.819 -1.684
O 0.371 5.746 -0.732
C 0.339 4.551 0.034
C -0.592 4.606 1.210
C -0.091 5.570 2.262
N -0.526 3.286 1.815
H -1.630 5.718 -1.091
H -0.676 4.995 -2.397
H -0.768 6.791 -2.174
H 0.082 3.698 -0.594
H 1.351 4.383 0.404
H -1.615 4.803 0.889
H 0.016 6.523 1.743
H 0.892 5.272 2.626
H -0.794 5.780 3.068
H -1.207 3.338 2.559
H -0.881 2.607 1.157
C 2.847 -2.597 1.464
O 4.218 -2.348 1.806
C 4.960 -1.340 1.155
C 5.241 -1.677 -0.341
C 6.419 -2.790 -0.589
N 5.820 -0.447 -0.918
H 2.718 -3.000 0.460
H 2.283 -1.666 1.513
H 2.418 -3.270 2.207
H 4.369 -0.448 1.361
H 5.902 -1.215 1.688
H 4.335 -2.029 -0.833
H 6.126 -3.760 -0.187
H 7.375 -2.568 -0.115
H 6.589 -2.889 -1.661
H 6.719 -0.281 -0.489
H 6.077 -0.812 -1.824
C -0.069 -4.325 -2.158
O -0.436 -4.179 -3.550
C -1.388 -3.140 -3.815
C -1.967 -3.159 -5.235
C -0.886 -2.920 -6.269
N -2.916 -2.129 -5.425
H -0.906 -4.737 -1.593
H 0.317 -3.406 -1.719
H 0.723 -5.061 -2.017
H -2.241 -3.144 -3.136
H -0.866 -2.204 -3.617
H -2.443 -4.125 -5.405
H -1.353 -2.722 -7.234
H -0.118 -3.690 -6.345
H -0.354 -1.990 -6.069
H -2.527 -1.224 -5.201
H -3.659 -2.264 -4.754
C 2.417 0.766 4.617
C 1.500 1.579 3.773
O 1.966 2.899 3.642
H 2.139 -0.283 4.514
H 2.275 1.032 5.665
H 3.435 0.903 4.253
H 0.562 1.627 4.326
H 1.278 1.111 2.814
H 1.376 3.406 3.080
C -0.653 -0.828 -0.400
C -0.867 0.177 0.679
O -2.085 0.746 0.554
H 0.318 -1.300 -0.248
H -0.840 -0.333 -1.353
H -1.427 -1.584 -0.274
H -0.200 1.038 0.635
H -0.846 -0.262 1.676
H -2.734 0.174 0.970
C -1.067 -0.308 5.283
O -0.866 -1.651 5.765
H -0.591 -0.194 4.309
H -2.126 -0.067 5.190
H -0.694 0.370 6.051
H 0.036 -1.770 6.073
C -1.361 -3.361 2.061
O -1.103 -4.306 1.128
H -2.302 -2.846 1.871
H -1.251 -3.781 3.061
H -0.573 -2.617 1.944
H -1.787 -4.979 1.101
C -2.762 0.398 -3.583
O -1.424 0.262 -4.110
H -2.788 1.185 -2.828
H -3.491 0.536 -4.381
H -3.031 -0.527 -3.074
H -1.052 1.127 -4.293
C 2.516 0.991 -0.980
O 3.762 1.587 -1.288
H 2.174 1.529 -0.096
H 1.776 1.122 -1.769
H 2.594 -0.060 -0.704
H 4.484 0.962 -1.192
C -4.443 3.066 0.361
O -3.599 2.709 -0.725
H -3.879 3.791 0.948
H -5.336 3.588 0.016
H -4.579 2.211 1.023
H -3.040 2.016 -0.364
C -4.829 -1.287 0.315
O -4.216 -0.863 1.529
H -4.515 -2.311 0.111
H -5.917 -1.315 0.377
H -4.551 -0.617 -0.499
H -4.659 -1.389 2.198
```

## Properties
Energy above the lowest of the compared OMol25 structures with the same formula, charge and spin: 73.3 kJ/mol
Structure (SMILES): COC[C@H](C)N.COC[C@H](C)N.COC[C@H](C)N.CCO.CCO.CO.CO.CO.CO.CO.CO
LUMO level: 0.07 eV
Highest occupied orbital energy: -9.2 eV
Largest force on an atom: 0.069 Eh/bohr
Spin multiplicity: 1

---

9.
Density functional theory data (wB97M-V/def2-TZVPD) for an isolated molecule of C3H4N4O in a non-equilibrium geometry.

Structure (XYZ):
```
12
C3H4N4O (wB97M-V/def2-TZVPD)
H -1.633 -1.564 0.599
N -0.806 -1.402 1.216
C 0.061 -0.604 0.704
N 1.334 -0.333 1.276
C 1.943 0.490 0.546
O 1.246 0.957 -0.528
C -0.051 0.433 -0.433
N -0.939 0.641 -1.333
N -2.117 -0.178 -1.092
H 2.934 0.935 0.744
H -2.589 -0.372 -2.001
H -2.709 0.346 -0.496
```

## Properties
Energy above the lowest of the compared OMol25 structures with the same formula, charge and spin: 251.1 kJ/mol
Structure (SMILES): [H]/N=C1/N=CO/C1=N/N
LUMO level: -0.46 eV
Highest occupied orbital energy: -9.3 eV
Largest force on an atom: 0.039 Eh/bohr
Spin multiplicity: 1

---

10.
Density functional theory data (wB97M-V/def2-TZVPD) for C20H44B3Cl2NO4 as an isolated structure in a non-equilibrium geometry.

Structure (XYZ):
```
74
C20H44B3Cl2NO4 (wB97M-V/def2-TZVPD)
C -4.879 -6.935 2.360
C -4.002 -5.935 1.571
C -2.662 -6.524 1.080
C -2.238 -6.048 -0.330
C -0.841 -5.416 -0.395
C -0.883 -3.913 -0.688
C 0.514 -3.266 -0.659
C 0.605 -2.010 0.220
C 1.602 -0.983 -0.294
C 1.805 0.184 0.667
C 2.819 1.220 0.136
C 2.247 2.641 -0.064
C 2.702 3.661 0.996
C 3.697 4.684 0.448
C 3.046 5.710 -0.498
B 2.266 6.828 0.266
O 2.843 8.093 0.444
B 2.001 9.042 -0.084
O 0.675 9.025 0.308
B 0.152 7.796 0.700
C -1.365 7.681 1.080
C -2.334 7.268 -0.058
O -2.904 5.994 0.295
C -1.726 7.188 -1.444
N -1.455 8.527 -1.996
O 0.977 6.682 0.750
H -4.858 -6.717 3.426
H -5.908 -6.910 2.008
H -4.510 -7.949 2.215
H -4.567 -5.593 0.705
H -3.798 -5.080 2.214
H -2.705 -7.612 1.108
H -1.891 -6.223 1.791
H -2.972 -5.333 -0.705
H -2.281 -6.916 -0.982
H -0.254 -5.903 -1.175
H -0.298 -5.551 0.541
H -1.348 -3.788 -1.669
H -1.552 -3.434 0.032
H 0.833 -3.050 -1.679
H 1.203 -4.011 -0.253
H -0.387 -1.556 0.286
H 0.870 -2.310 1.237
H 1.249 -0.605 -1.259
H 2.563 -1.472 -0.479
H 0.839 0.652 0.860
H 2.193 -0.233 1.599
H 3.686 1.250 0.797
H 3.182 0.869 -0.832
H 2.499 2.981 -1.069
H 1.159 2.562 -0.027
H 1.844 4.174 1.431
H 3.201 3.113 1.798
H 4.183 5.202 1.279
H 4.494 4.154 -0.079
H 3.840 6.211 -1.057
H 2.409 5.219 -1.237
H 2.343 9.817 -0.920
H -1.511 6.975 1.895
H -1.679 8.656 1.459
H -3.161 7.975 -0.089
H -2.770 5.387 -0.435
H -0.859 6.517 -1.471
H -2.476 6.726 -2.093
H -1.628 8.522 -2.993
H -0.475 8.754 -1.891
Cl -0.886 -9.180 -2.294
C 0.760 -9.720 -1.885
C 1.041 -9.652 -0.407
Cl 1.125 -7.974 0.194
H 1.459 -9.106 -2.448
H 0.849 -10.752 -2.222
H 2.008 -10.111 -0.206
H 0.279 -10.170 0.169
```

## Properties
LUMO level: 0.50 eV
Highest occupied orbital energy: -9.7 eV
Largest force on an atom: 0.022 Eh/bohr
Spin multiplicity: 1